1.
66
Properties=species:S:1:pos:R:3:forces:R:3 method="wB97M-V/def2-TZVPD" e_homo_ev=-12.876 multiplicity=1 charge=+2 gap_ev=1.877 molar_mass_g_mol=854.65
Br 1.5500 5.0658 -0.1010 0.827 0.858 0.728
Ca -2.9656 -0.1239 1.8465 -0.564 0.535 0.196
Cl 2.2126 4.2513 -4.0141 0.073 -0.066 0.007
Cl 0.4185 6.2909 -5.0345 -0.028 -0.013 0.044
Cl 1.8757 4.5906 -6.8743 0.000 -0.047 0.010
S -1.1363 1.7137 -2.4256 -0.250 -0.245 -1.907
Al 4.6066 -0.4085 2.3017 0.361 -0.028 0.077
Na -0.3356 0.6240 0.3092 1.154 -0.106 3.607
F 3.0052 0.1059 1.7071 -0.227 0.051 -0.269
F 0.2534 2.4072 -0.2234 0.333 1.099 -0.757
F 4.8604 0.3446 3.7620 -0.409 0.136 0.153
F -1.5236 3.5768 -0.5653 -0.193 -0.057 -0.015
F 0.2174 3.9728 -1.7690 -0.650 -0.885 -0.823
F 5.7492 0.0157 1.1810 -0.145 0.171 -0.381
F 4.5178 -2.0729 2.5104 -0.531 -0.029 -0.065
O -0.3452 1.7384 -3.6026 1.674 -0.188 0.333
O 3.2325 -1.3866 -1.3009 -0.675 -0.267 -0.120
O 3.4867 0.7728 -0.8994 -0.223 1.009 -0.118
O -3.3221 -4.3437 -2.3861 -0.202 0.335 0.412
O -2.8046 3.4055 -6.8048 -0.187 0.461 -0.616
O -2.4749 2.0929 -2.7158 -1.403 -0.397 1.673
O -4.0975 1.0415 -0.2091 1.658 -1.377 -0.014
O 0.4279 -3.0567 3.6158 -0.665 0.207 -0.200
O -3.0254 5.5880 -6.6123 -0.120 -0.019 -0.579
O -2.4474 4.3564 -4.8372 -0.170 -0.542 -1.215
O -4.4403 -0.5686 -1.7680 -0.492 -0.221 0.276
N 0.4154 -1.7369 -0.8684 -1.321 0.011 0.776
N 2.7519 -2.2387 5.0370 -0.607 0.720 -0.650
C -0.7348 -2.4161 -0.3493 0.460 -1.095 -0.141
C -2.2093 -0.5831 -1.0066 -0.353 1.286 2.940
C 2.8236 -0.2601 -1.3625 0.921 -1.205 0.396
C 0.3280 -0.5493 -1.4783 -3.228 0.503 -1.881
C 0.8663 -1.6575 6.5014 -0.232 -0.010 -0.061
C -0.4988 3.0493 -1.1929 -0.320 -0.276 0.139
C -1.0168 0.1220 -1.5987 1.255 -1.977 -1.082
C 1.5193 0.0518 -2.0789 0.522 0.576 -0.213
C 1.0814 4.6875 -5.3147 0.042 0.149 -0.105
C 0.6433 -1.6983 3.9319 0.094 0.012 -0.603
C -3.6504 -0.0415 -1.0459 0.402 -0.210 -0.910
C -2.7814 4.4720 -6.1601 0.448 -0.010 1.675
C -1.9819 -1.9571 -0.3932 0.432 2.518 -2.138
C 1.5435 -1.4402 5.1527 -0.115 -0.226 0.834
C -0.5908 -3.6947 4.3630 0.220 -0.229 -0.063
Li -4.6874 -3.4075 0.2584 -0.341 -0.611 -0.721
H 3.1731 1.0200 -0.0068 0.554 -0.187 0.431
H 2.5257 -3.2196 4.9044 -0.020 -0.053 0.195
H -0.1985 -4.1138 5.2896 -0.151 0.085 0.104
H -0.5664 -3.3864 0.0823 0.516 -0.177 -0.037
H -2.8330 -2.5453 -0.0481 0.400 0.129 -0.016
H -2.3304 3.3842 -4.8451 0.102 0.052 0.866
H 1.4450 1.1244 -2.1983 -0.180 0.128 -0.055
H 1.3095 -2.2321 -0.8124 0.349 0.378 -0.093
H -3.7500 -4.8664 -3.0762 -0.012 -0.104 0.072
H 3.0986 -1.9313 4.1341 1.158 -0.440 0.046
H 1.8388 -0.3863 5.1066 0.016 -0.032 -0.153
H 1.1383 -1.2801 3.0466 0.177 0.014 0.084
H 0.7398 -2.7151 6.7359 0.026 -0.011 -0.038
H -1.4176 -3.0064 4.5924 0.053 0.042 0.087
H 1.6154 -0.3414 -3.0950 -0.045 -0.126 -0.136
H 1.4743 -1.2247 7.2920 0.070 -0.014 -0.021
H -4.9494 1.3493 -0.5683 -0.043 0.070 -0.083
H -2.8561 -3.6532 -2.8706 0.002 -0.049 -0.080
H 0.2674 3.9755 -5.3008 -0.004 -0.046 0.039
H -0.9749 -4.5218 3.7631 0.054 -0.011 -0.020
H -0.3375 -1.1712 4.0392 -0.258 0.051 0.149
H -0.1173 -1.1788 6.5381 0.006 -0.001 0.026

---

2.
48
Properties=species:S:1:pos:R:3:forces:R:3 method="wB97M-V/def2-TZVPD" e_homo_ev=-4.048 multiplicity=1 charge=-1 gap_ev=6.752 molar_mass_g_mol=422.81
Cu -1.2457 -1.0813 -1.2166 0.375 0.096 0.346
S -4.1021 -2.1461 -2.0714 -0.321 -0.230 -0.488
O -4.8117 -2.2244 -0.7854 -0.173 0.050 0.406
N -0.9795 -1.1434 0.9701 -0.111 0.269 0.408
N -0.1265 -0.2450 1.5313 0.292 0.006 -0.334
N -2.6879 -1.8031 -2.1948 0.281 0.008 -0.216
N -0.0873 1.5537 -0.2598 0.130 -0.397 -0.003
N -0.9260 1.0123 -1.1846 -0.041 0.732 0.099
N 1.6091 -0.3327 -0.3199 -0.323 0.125 0.124
N 0.9606 -1.1838 -1.1575 0.280 0.013 -0.025
C -1.0561 3.2505 -1.2647 -0.169 0.011 -0.186
C 1.4949 -2.8662 -2.8501 0.016 0.054 0.042
C 0.6652 3.7725 0.6200 -0.058 -0.049 -0.044
C 3.9272 0.3577 0.3305 -0.077 -0.057 -0.059
C 1.8873 -1.8430 -1.8304 0.138 0.022 0.015
C 2.9467 -0.4529 -0.4632 -0.129 0.057 0.075
C -1.5198 2.0266 -1.8014 0.115 0.069 0.132
C -0.1969 -0.2903 2.8771 0.001 -0.012 -0.133
C -1.6087 -1.7423 1.9678 0.036 -0.111 0.139
C 0.6364 0.5742 3.7704 -0.039 -0.005 -0.034
C -1.1374 -1.2463 3.2044 -0.173 -0.053 -0.006
C 3.1737 -1.4154 -1.4251 -0.055 -0.155 -0.157
C -0.1472 2.9003 -0.2879 0.027 -0.145 0.015
C -2.5160 1.7911 -2.8930 0.047 0.038 0.056
C -2.6482 -2.7874 1.7104 0.080 0.044 0.036
B 0.7859 0.6075 0.6127 -0.040 -0.044 -0.021
H 3.8134 0.1881 1.4038 -0.006 -0.008 -0.056
H 1.8824 -3.8543 -2.5900 -0.010 0.026 -0.004
H -2.6352 0.7216 -3.0634 0.027 -0.011 0.022
H 0.4634 1.6374 3.5837 -0.004 -0.069 0.001
H -1.3488 4.2529 -1.5501 0.036 -0.143 0.031
H -3.4922 2.2054 -2.6287 0.036 -0.005 -0.008
H -1.4558 -1.5335 4.1980 0.038 0.022 -0.135
H 1.7039 0.3898 3.6307 -0.033 -0.004 -0.003
H -2.1917 2.2642 -3.8244 -0.023 -0.022 0.047
H 0.3854 0.3649 4.8102 0.005 0.005 -0.006
H 1.5360 1.2690 1.2895 -0.077 -0.088 -0.097
H -3.4685 -2.3895 1.1106 0.048 -0.045 -0.005
H 3.7989 1.4287 0.1562 -0.005 -0.059 -0.008
H 1.8812 -2.6061 -3.8389 -0.009 -0.009 0.028
H 1.7371 3.6338 0.4613 -0.045 -0.007 -0.008
H 0.4222 4.8183 0.4304 0.004 -0.022 0.001
H 0.4625 3.5580 1.6721 -0.004 0.002 -0.066
H 4.1315 -1.7620 -1.7876 -0.085 0.037 0.044
H -2.2198 -3.6267 1.1555 -0.041 0.058 0.023
H -3.0447 -3.1621 2.6553 0.002 -0.014 -0.009
H 4.9426 0.0821 0.0445 -0.023 0.001 0.000
H 0.4060 -2.9227 -2.9080 0.060 0.019 0.021

---

3.
49
Properties=species:S:1:pos:R:3:forces:R:3 method="wB97M-V/def2-TZVPD" e_homo_ev="-11.510 / -11.455" multiplicity=6 charge=+1 gap_ev="7.834 / 4.321" molar_mass_g_mol=621.58
Sb -0.7073 3.9488 -0.7294 0.273 -0.702 0.439
Pd 0.0814 0.3517 0.2249 -0.109 -0.559 -0.322
S 0.2185 4.8169 1.2902 -0.052 0.242 -0.063
S -1.6322 2.1964 0.6744 -0.482 0.189 0.170
S 1.1982 2.4440 -0.7317 0.394 0.269 -0.262
N 0.1996 -2.6077 -0.0606 -0.062 -0.264 -0.169
N 1.3177 -0.5418 -1.4828 -0.214 0.506 0.148
N -1.8256 -1.5262 -1.0478 -0.227 -0.342 -0.008
N -1.8805 -0.8230 0.1046 0.167 0.543 -0.042
N 0.5597 -1.6593 0.8331 0.033 0.322 0.118
N 0.4704 -1.3233 -2.1877 0.182 -0.309 -0.208
C 1.1401 -3.6254 1.6544 -0.030 -0.071 -0.068
C 1.1295 -2.2463 1.8771 -0.034 -0.001 -0.071
C 0.5433 -3.8193 0.4185 0.163 0.028 0.328
C 3.4599 0.6444 -1.7959 -0.054 0.068 -0.086
C 2.0246 -0.6133 -3.5869 0.041 -0.050 -0.060
C 0.8916 -1.4002 -3.4697 0.047 0.169 0.106
C 1.6426 -1.4767 3.0461 -0.060 0.043 -0.111
C -3.3769 -2.5229 -2.7341 0.109 -0.057 0.009
C -3.9571 -1.1434 -0.6146 -0.061 -0.058 -0.009
C -3.0804 -1.7527 -1.4960 0.027 0.164 0.118
C -3.5683 0.0233 1.6953 -0.042 0.073 -0.092
C 2.2725 -0.1010 -2.3096 -0.112 -0.217 0.059
C 0.2979 -5.0998 -0.3007 -0.069 0.062 -0.131
C 0.1936 -2.2034 -4.5098 -0.047 -0.070 0.088
C -3.1647 -0.5810 0.3910 0.144 -0.199 -0.066
B -0.4946 -2.2581 -1.3975 0.028 0.375 0.128
H 0.7175 -2.1231 -5.4586 0.005 0.017 -0.004
H 0.8398 -0.9117 3.5226 0.013 -0.015 0.034
H 2.0655 -2.1621 3.7760 0.021 0.054 0.051
H 2.6176 -0.4730 -4.4756 0.014 -0.015 0.025
H -5.0331 -1.1522 -0.6729 0.015 -0.013 0.024
H -4.1958 -0.6765 2.2464 0.027 -0.021 0.019
H 0.1360 -3.2567 -4.2320 0.018 0.023 -0.002
H -4.4511 -2.5852 -2.8877 -0.007 0.016 0.002
H 1.5331 -4.3819 2.3124 -0.010 -0.010 -0.022
H -0.7173 -3.2452 -2.0213 -0.043 -0.024 -0.092
H 3.5645 1.6254 -2.2591 0.024 -0.015 -0.005
H 3.3745 0.7692 -0.7171 0.126 -0.011 -0.005
H 0.6667 -5.9304 0.2955 0.009 0.005 0.019
H 0.8081 -5.1129 -1.2645 -0.015 -0.027 0.006
H 4.3679 0.0810 -2.0084 0.003 -0.024 0.031
H 2.4177 -0.7729 2.7387 0.022 -0.014 0.030
H -4.1365 0.9444 1.5661 -0.015 -0.017 0.015
H -2.9297 -2.0330 -3.5978 -0.031 -0.016 -0.088
H -2.9732 -3.5350 -2.6834 -0.015 0.020 0.015
H -0.8250 -1.8419 -4.6430 -0.050 -0.017 -0.081
H -0.7668 -5.2505 -0.4821 0.016 -0.023 -0.009
H -2.6809 0.2352 2.2904 -0.076 -0.028 0.095

---

4.
60
Properties=species:S:1:pos:R:3:forces:R:3 method="wB97M-V/def2-TZVPD" e_homo_ev=-13.025 multiplicity=1 charge=+1 gap_ev=8.521 molar_mass_g_mol=1005.47
I 3.6878 -1.2280 -0.3281 -1.913 0.346 0.171
Cl -4.1524 2.2620 -0.7233 -0.208 0.034 -0.004
Cl 4.7555 -7.0646 -1.5899 0.084 0.531 0.046
Cl 3.5727 -4.4109 -1.4324 0.190 -0.540 -0.186
Cl 6.0715 -4.8069 -2.8692 -0.299 -0.091 0.384
Cl 6.0152 -5.0043 0.0330 -0.270 -0.015 -0.351
Cl -6.4172 -0.1184 -3.0080 0.095 0.044 -0.520
Cl -4.3403 -0.1434 -5.0455 -0.279 0.030 0.047
Cl 7.7911 -0.6061 2.3506 -0.218 0.447 -0.005
Cl 8.5947 2.1899 2.3052 -0.478 -0.331 0.006
Cl -6.3240 3.9611 -1.6522 0.224 -0.381 0.399
Cl -6.9147 1.4918 -0.2313 0.329 0.452 0.183
Cl -6.7415 1.4527 -5.4354 0.217 -0.425 0.224
Cl -5.7580 3.7493 1.1939 -0.077 -0.211 -0.363
Cl 6.6385 1.2699 4.2526 0.145 -0.063 -0.571
Cl -6.8898 -1.4508 -5.5510 0.256 0.387 0.230
Cl 5.9239 1.4295 1.4367 0.242 0.049 -0.157
P 1.1801 -1.1859 -0.2845 -0.024 -0.402 -1.965
O -1.1139 3.0511 2.4714 -3.572 -0.388 -1.269
O 3.1939 -1.6336 3.2584 -4.231 7.279 -1.306
O 0.6935 -2.3157 -1.5280 0.084 2.217 3.364
O -2.9518 2.8445 4.0199 2.442 2.385 -8.577
N 3.1708 0.8946 3.2486 -2.017 -2.046 -1.325
C -2.5797 3.1674 2.7691 -0.255 -2.352 7.136
C 0.6924 0.5929 -0.8908 0.633 0.425 -1.133
C -5.7873 2.8660 -0.3532 -0.461 0.126 -0.128
C 7.2371 1.0708 2.5863 0.419 -0.075 0.563
C -3.1659 -1.5700 -1.6377 0.043 -0.556 -0.687
C -1.6908 -1.6243 -2.3872 -0.718 -0.231 -0.151
C 2.5150 -0.4920 3.0787 3.135 -3.800 0.367
C 0.5712 2.9544 0.5529 0.582 0.390 1.171
C 1.4902 1.7317 -0.0281 0.944 0.488 -0.350
C 0.5567 -1.6024 1.4683 -0.847 -0.791 1.175
C -0.9074 2.5261 1.1101 -0.573 0.510 -1.648
C -6.0972 -0.0650 -4.7600 -0.268 -0.035 -0.151
C 0.9372 -0.5141 2.6314 0.133 0.245 1.302
C -0.7448 -2.6120 -1.4783 -2.288 -1.195 -1.236
C 5.1037 -5.3217 -1.4646 0.235 -0.309 -0.058
H 0.3258 -0.8411 3.6033 1.303 0.607 -2.162
H 0.5142 3.8639 -0.2173 -0.062 -2.276 1.593
H -0.6269 -1.6791 1.4513 2.429 0.306 -0.221
H -1.2100 -2.6659 -0.4065 1.269 0.230 -1.802
H -0.4635 0.7453 -0.9835 2.142 -0.482 0.523
H 3.7045 1.1097 2.3658 -0.293 -0.524 1.418
H 1.1150 0.6493 -2.0060 -0.972 -0.477 2.384
H -3.3086 -2.5974 -1.0729 0.152 2.076 -1.103
H 2.1585 1.2061 0.8103 -1.719 1.298 -1.705
H 1.1622 3.3984 1.4906 -1.300 -0.935 -2.001
H -4.0042 -1.5127 -2.4825 1.819 0.088 2.151
H 0.9356 -2.6834 1.7995 -0.510 2.401 -0.919
H -1.7041 3.0127 0.3679 1.591 -1.043 1.658
H 2.2872 2.2359 -0.7607 -1.744 -1.227 1.620
H -3.3734 3.4876 1.9651 2.021 -0.549 1.205
H -1.1251 1.3620 1.0847 0.674 2.231 0.213
H 2.4312 1.6393 3.3278 0.796 -1.135 -0.111
H -1.2207 -0.5586 -2.5694 -0.939 -2.188 0.499
H -0.8725 -3.7050 -1.9415 0.529 2.390 1.156
H 0.6241 0.5908 2.4080 0.414 -2.268 0.160
H -3.2679 -0.6986 -0.8607 0.179 -1.632 -1.569
H -1.8972 -2.0950 -3.4617 0.787 0.964 2.384

---

What is the charge in the third record? +1

---

Among the records above, which one has the lowest charge? C15H22BCuN7OS